Arrangement A

This record from OMol25 describes 2 unconnected molecules or ions with the total composition C5H9N3O2. The level of theory is ωB97M-V/def2-TZVPD.

Last column: natural (NBO) charge in e.
Element x y z (Å)
O 1.72 1.02 -2.85  -0.585
C 1.50 0.41 -1.83  0.650
C 2.53 -0.73 -1.52  -0.386
C 2.39 -1.39 -0.32  0.044
N 1.21 -1.08 0.35  -0.639
C 0.04 -0.41 -0.11  0.803
O -1.02 -0.50 0.52  -0.612
N 0.33 0.45 -1.17  -0.654
H 3.28 -0.75 -2.31  0.255
H 3.11 -2.06 0.40  0.244
H 1.05 -1.57 1.32  0.432
H -0.28 0.91 -1.79  0.439
C -2.33 0.69 1.85  -0.423
N -2.35 1.25 0.56  -0.819
H -3.36 0.56 2.20  0.184
H -1.77 -0.30 1.95  0.201
H -1.90 1.36 2.65  0.179
H -1.38 1.50 0.24  0.332
H -2.76 0.66 -0.13  0.353

Molecular weight, g/mol: 143.15
Orbital gap, eV: 8.275
E_LUMO, eV: 0.3
SMILES: O=c1cc[nH]c(=O)[nH]1.CN

Arrangement B

This record from OMol25 describes a single C5H9N3O2 molecule. The level of theory is ωB97M-V/def2-TZVPD.

Last column: natural (NBO) charge in e.
Element x y z (Å)
H 2.76 1.65 -1.46  0.357
N 1.81 1.14 -1.39  -0.656
C 1.66 0.93 -0.16  0.543
O 2.76 1.36 0.63  -0.710
C 0.65 0.04 0.51  -0.106
C 0.79 -1.48 0.22  -0.396
C -0.65 -1.44 -0.32  -0.207
N -0.65 0.01 -0.11  -0.428
C -1.68 0.86 0.15  0.783
N -2.90 0.45 -0.29  -0.841
O -1.51 1.92 0.76  -0.657
H 2.68 1.02 1.53  0.474
H 0.62 0.29 1.58  0.206
H 0.94 -2.10 1.11  0.217
H 1.55 -1.73 -0.53  0.230
H -1.39 -1.97 0.30  0.192
H -0.78 -1.75 -1.37  0.199
H -3.67 1.10 -0.20  0.411
H -3.00 -0.30 -0.96  0.391

Molecular weight, g/mol: 143.15
Orbital gap, eV: 10.251
E_LUMO, eV: 0.7
SMILES: [H]/N=C(\O)[C@@H]1CCN1C(N)=O

Which of them is most stable? Easy: arrangement B.

Arrangement A

This record from OMol25 describes a gas-phase ion, C6H13N4O2 (charge +1). The level of theory is ωB97M-V/def2-TZVPD.

Last column: natural (NBO) charge in e.
Element x y z (Å)
C -1.16 -1.88 -1.37  -0.454
N -0.58 -1.36 -0.12  -0.301
N -1.42 -1.63 0.98  -0.190
O -2.29 -0.28 1.08  -0.268
N -2.24 0.73 0.20  -0.121
C -1.16 1.10 -0.46  0.411
O -1.10 1.98 -1.42  -0.636
C -0.10 0.00 -0.44  0.265
C 1.23 0.19 -0.95  -0.230
N 1.04 0.50 0.43  -0.204
C 1.86 -0.33 1.39  -0.399
C 1.13 1.85 0.93  -0.434
H -1.69 -2.84 -1.23  0.232
H -2.01 -1.29 -1.75  0.210
H -0.29 -2.07 -2.01  0.219
H -2.01 -2.51 0.88  0.397
H -1.88 2.56 -1.31  0.521
H 1.61 -0.74 -1.24  0.258
H 1.34 0.97 -1.63  0.256
H 2.89 -0.04 1.20  0.233
H 1.38 -0.22 2.42  0.255
H 1.82 -1.35 1.14  0.239
H 0.49 1.98 1.83  0.253
H 2.19 2.05 1.16  0.242
H 0.94 2.66 0.28  0.245

Molecular weight, g/mol: 173.20
Orbital gap, eV: 9.465
E_LUMO, eV: -2.8
SMILES: CN1NON=C(O)[C@]12C[N+]2(C)C
Charge: +1

Arrangement B

This record from OMol25 describes a gas-phase ion, C6H13N4O2 (charge +1). The level of theory is ωB97M-V/def2-TZVPD.

Last column: natural (NBO) charge in e.
Element x y z (Å)
C 0.14 -2.13 1.92  -0.698
C 0.49 -1.47 0.63  0.323
C -0.44 -1.56 -0.56  -0.290
N -0.02 -0.59 -1.55  -0.640
C -0.45 0.76 -1.25  -0.226
C 0.38 1.33 -0.08  -0.078
C 0.10 2.81 0.15  -0.627
N 0.10 0.56 1.10  -0.098
N -0.33 0.88 2.13  0.462
O -0.71 0.68 3.20  -0.182
N 1.76 -1.28 0.33  -0.095
O 2.72 -1.29 1.12  -0.277
H 0.16 -3.21 1.76  0.268
H -0.86 -1.88 2.27  0.248
H 0.88 -1.90 2.68  0.268
H -0.37 -2.56 -0.99  0.251
H -1.48 -1.42 -0.23  0.210
H -0.29 -0.86 -2.49  0.404
H -1.51 0.83 -0.99  0.189
H -0.26 1.39 -2.12  0.242
H 1.44 1.18 -0.30  0.233
H -0.96 2.98 0.33  0.228
H 0.40 3.38 -0.73  0.249
H 0.67 3.18 0.99  0.238
H 1.94 -1.02 -0.66  0.399

Molecular weight, g/mol: 173.20
Orbital gap (alpha / beta), eV: 6.971 / 8.648
E_LUMO (alpha / beta), eV: -5.7 / -5.0
SMILES: C/C(CNC[C@@H](C)N=[N+]=O)=[NH+]\[O-]
Charge: +1

Which of them is most stable? Easy: arrangement B.

Arrangement A

This record from OMol25 describes 2 unconnected molecules or ions with the total composition CH3IO3P. The level of theory is ωB97M-V/def2-TZVPD.

Last column: natural (NBO) charge in e.
Element x y z (Å)
C 1.49 -1.13 -0.22  0.308
O -0.98 -0.70 0.88  -1.143
O -1.30 0.58 -1.26  -1.137
O 1.73 -2.27 -0.48  -0.559
P -1.76 0.30 0.10  1.922
I -4.24 -0.23 0.03  -0.458
H -2.12 1.38 0.84  -0.168
H 1.29 -0.53 -1.01  0.125
H 1.61 -0.81 0.81  0.110

Molecular weight, g/mol: 220.91
Orbital gap, eV: 8.511
E_LUMO, eV: 3.2
Charge: -1

Arrangement B

This record from OMol25 describes 2 unconnected molecules or ions with the total composition CH3IO3P. The level of theory is ωB97M-V/def2-TZVPD.

Last column: natural (NBO) charge in e.
Element x y z (Å)
C 0.86 -0.54 -0.50  -0.264
O -1.00 2.87 0.36  -0.986
O 0.23 1.24 1.94  -1.009
O 0.22 0.74 -0.57  -0.786
P -0.44 1.54 0.69  2.411
I -3.00 -3.30 -0.34  -0.990
H 1.85 -0.43 0.07  0.183
H 1.18 -0.84 -1.51  0.197
H 0.10 -1.28 -0.14  0.244

Molecular weight, g/mol: 220.91
Orbital gap, eV: 4.866
E_LUMO, eV: 1.2
Charge: -1

Which of them is most stable? Easy: arrangement B.